This record from the OMol25 dataset describes a structure of composition C30H27N9ReSSe. The level of theory is the ωB97M-V functional and the def2-TZVPD basis.

* spin multiplicity: 2
* maximum force: 0.0124 Eh/bohr
* net charge: +4
* energy above the lowest of the compared OMol25 structures with the same formula, charge and spin: 0.8 kcal/mol
* HOMO (spin up / spin down): -18.93 / -18.93 eV
* total energy: -123235.020 eV

XYZ file:
```
69
C30H27N9ReSSe | the OMol25 dataset | the ωB97M-V functional and the def2-TZVPD basis
Re 0.05798 0.19065 0.00842
C -2.90198 0.99255 -0.14904
N -1.95922 0.50084 0.91169
C -2.42461 -0.74665 1.61898
C -1.45318 -1.85675 1.38348
N -0.30231 -1.67561 0.70655
C 0.37062 -2.92340 0.69674
C 1.57071 -3.31999 0.12339
C 1.93225 -4.64264 0.30053
C 1.12523 -5.54151 1.01779
C -0.07488 -5.15189 1.57805
C -0.42279 -3.82292 1.39507
N -1.56118 -3.09919 1.80411
C -2.44730 0.42749 -1.44737
N -1.22328 -0.14452 -1.57023
C -1.18479 -0.69242 -2.88241
C -0.27610 -1.54112 -3.50388
C -0.56864 -1.93300 -4.79814
C -1.73763 -1.51346 -5.45226
C -2.67477 -0.72130 -4.81797
C -2.36664 -0.34086 -3.52347
N -3.12843 0.36161 -2.56621
H -2.87001 2.08300 -0.16785
H -3.92931 0.70075 0.07262
H -1.92330 1.23773 1.61135
H -3.42250 -1.02531 1.27859
H -2.50164 -0.54255 2.68838
H 2.19315 -2.64336 -0.44608
H 2.85775 -5.00139 -0.12941
H 1.44841 -6.56805 1.12816
H -0.70107 -5.84761 2.12155
H -2.33844 -3.48112 2.33124
H 0.59179 -1.93629 -2.99234
H 0.10818 -2.60112 -5.31397
H -1.92448 -1.84372 -6.46536
H -3.60023 -0.43766 -5.30215
H -4.07484 0.69905 -2.70489
Se 7.38805 -0.49578 2.15598
N 6.57887 -0.59127 0.58603
C 5.30844 -0.34612 0.80994
C 4.30262 -0.32093 -0.24545
C 4.59442 -0.49608 -1.60679
C 3.57597 -0.40255 -2.53605
C 2.27870 -0.16945 -2.10684
N 1.97046 -0.04350 -0.80173
C 2.98698 -0.08272 0.11448
C 2.61415 0.19052 1.48201
N 1.29751 0.48220 1.68922
C 0.90362 0.80563 2.93543
C 1.78075 0.83782 4.00460
C 3.11497 0.53569 3.79343
C 3.55243 0.20918 2.50351
C 4.93903 -0.08721 2.16367
N 5.90864 -0.11862 3.04868
H 5.61943 -0.68427 -1.90774
H 3.77360 -0.50282 -3.59511
H 1.46490 -0.08423 -2.81184
H -0.14349 1.03928 3.07969
H 1.41518 1.10419 4.98735
H 3.83304 0.55618 4.60597
C 0.81774 3.59253 0.80795
S -0.00499 2.64652 -0.49473
C 1.03322 3.01133 -1.93107
H 0.72624 4.64233 0.53219
H 1.86358 3.30397 0.89087
H 0.29133 3.42657 1.74551
H 2.05767 2.68971 -1.75923
H 0.98926 4.09041 -2.07735
H 0.59694 2.51956 -2.79890
```

Formally, the Löwdin partial charges of the atoms, in units of the elementary charge, are as follows:
1 Re 1.5586
2 C -0.0767
3 N -0.1435
4 C -0.0324
5 C -0.2563
6 N -0.0325
7 C -0.1779
8 C -0.0007
9 C -0.0158
10 C -0.0042
11 C 0.0470
12 C -0.1405
13 N 0.2414
14 C -0.2812
15 N -0.0402
16 C -0.1894
17 C -0.0231
18 C -0.0097
19 C -0.0002
20 C 0.0480
21 C -0.1417
22 N 0.2460
23 H 0.1337
24 H 0.1539
25 H 0.1242
26 H 0.1524
27 H 0.1572
28 H 0.0981
29 H 0.1302
30 H 0.1375
31 H 0.1425
32 H 0.2088
33 H 0.1054
34 H 0.1329
35 H 0.1387
36 H 0.1431
37 H 0.2104
38 Se 1.3385
39 N -0.1832
40 C -0.3382
41 C -0.0487
42 C 0.0992
43 C 0.0328
44 C -0.1019
45 N -0.0774
46 C -0.1533
47 C -0.1366
48 N -0.0842
49 C -0.0874
50 C 0.0291
51 C 0.1021
52 C -0.0416
53 C -0.3366
54 N -0.1822
55 H 0.1520
56 H 0.1435
57 H 0.0958
58 H 0.1147
59 H 0.1425
60 H 0.1527
61 C -0.2866
62 S 0.8099
63 C -0.2825
64 H 0.0783
65 H 0.0630
66 H 0.0495
67 H 0.0553
68 H 0.0791
69 H 0.0580

---

This record from the OMol25 dataset describes a structure of composition C30H28BBr4Cl2F4N3O3SeSi2W in a non-equilibrium geometry. The level of theory is the ωB97M-V functional and the def2-TZVPD basis.

* spin multiplicity: 1
* maximum force: 0.0263 Eh/bohr
* energy above the lowest of the compared OMol25 structures with the same formula, charge and spin: 65.6 kcal/mol
* HOMO: -8.33 eV
* total energy: -441873.572 eV

XYZ file:
```
79
C30H28BBr4Cl2F4N3O3SeSi2W | the OMol25 dataset | the ωB97M-V functional and the def2-TZVPD basis
W -0.45676 -1.08864 -0.07287
C -0.54565 1.59249 3.03578
Si 0.78382 0.46804 2.38190
C 1.45653 -0.87543 3.45748
C 2.18567 1.52241 1.77564
C 2.71907 2.51985 2.59835
C 3.89354 3.16119 2.23486
C 4.51634 2.83583 1.03548
C 3.96750 1.87187 0.20332
C 2.80513 1.19391 0.57449
Si 2.20026 -0.32916 -0.34690
C 3.40048 -1.68625 0.10806
C 2.09797 0.14489 -2.16074
H -0.30757 1.79441 4.08586
H -1.55187 1.18611 2.99726
H -0.51275 2.53156 2.48370
H 1.59386 -0.41755 4.44485
H 2.43402 -1.17932 3.08190
H 0.81671 -1.74493 3.54845
H 2.24285 2.78072 3.53837
H 4.32146 3.91707 2.88128
H 5.42801 3.34432 0.74681
H 4.46247 1.63633 -0.73307
H 3.75996 -2.18753 -0.79048
H 2.92366 -2.43877 0.73352
H 4.25503 -1.26002 0.63815
H 3.04434 -0.10665 -2.64818
H 1.96190 1.23016 -2.18059
H 1.29629 -0.32706 -2.72461
Br 1.75303 -5.36510 -5.20396
C 0.81901 -4.06541 -4.21339
C -0.30145 -3.43266 -4.76457
Br -0.87240 -3.83829 -6.51168
C -1.00711 -2.48769 -4.02120
Br -2.50292 -1.55455 -4.67799
C -0.57499 -2.19803 -2.73965
O -1.10968 -1.27493 -1.93448
C 0.55585 -2.79206 -2.20612
O 0.87241 -2.31890 -1.00030
C 1.26130 -3.74162 -2.92901
Br 2.73274 -4.56499 -2.11278
Cl -1.47890 -1.20653 4.88728
C -2.64494 -1.31527 3.62264
C -3.99444 -1.49186 3.99669
C -4.96493 -1.67259 3.06058
Cl -6.60802 -1.89406 3.56048
C -4.63986 -1.70811 1.68185
C -5.54936 -1.93537 0.62736
C -5.08937 -1.97147 -0.65783
C -3.71912 -1.77534 -0.90890
N -2.86139 -1.55172 0.05433
C -3.29409 -1.51222 1.33258
C -2.27924 -1.29546 2.30057
O -1.03036 -1.16188 1.84135
H -4.24324 -1.49676 5.04813
H -6.59576 -2.08927 0.85180
H -5.75557 -2.15729 -1.48793
H -3.32650 -1.79253 -1.91623
F -1.06420 -3.35693 0.35529
B -0.17255 -3.88327 1.41647
F 0.84012 -2.88040 1.49736
F 0.33221 -5.08340 1.02192
F -0.89470 -3.92777 2.58911
C -0.68468 2.84159 -3.67883
N -0.28132 3.70912 -2.59004
C -1.16108 4.40993 -1.78491
C -0.41066 5.02513 -0.85139
N 0.89767 4.68495 -1.12963
C 2.02883 5.18845 -0.38321
C 1.01163 3.84540 -2.19164
Se -0.90442 1.09489 -0.29960
H -1.42697 3.33774 -4.30352
H -1.10151 1.90620 -3.29842
H 0.19739 2.61889 -4.27225
H -2.22482 4.42541 -1.94898
H -0.69023 5.68627 -0.04940
H 2.04712 6.27902 -0.40520
H 2.92884 4.80394 -0.85087
H 1.99035 4.84694 0.65008
```

Formally, the Löwdin partial charges of the atoms, in units of the elementary charge, are as follows:
1 W 1.4062
2 C -0.2079
3 Si 0.6532
4 C -0.1782
5 C -0.3190
6 C -0.0913
7 C -0.0889
8 C -0.0823
9 C -0.0796
10 C -0.3114
11 Si 0.5632
12 C -0.1799
13 C -0.1680
14 H 0.0465
15 H 0.0180
16 H 0.0285
17 H 0.0508
18 H 0.0472
19 H 0.0003
20 H 0.1050
21 H 0.1053
22 H 0.1071
23 H 0.1131
24 H -0.0034
25 H 0.0240
26 H 0.0395
27 H 0.0510
28 H 0.0057
29 H 0.0207
30 Br 0.7384
31 C -0.7355
32 C -0.7411
33 Br 0.7350
34 C -0.6334
35 Br 0.8020
36 C -0.3824
37 O -0.3458
38 C -0.3708
39 O -0.3276
40 C -0.6181
41 Br 0.8528
42 Cl 0.8027
43 C -0.5488
44 C -0.1052
45 C -0.5932
46 Cl 0.7177
47 C -0.1523
48 C 0.0005
49 C -0.0109
50 C -0.0708
51 N 0.0230
52 C -0.1397
53 C -0.3278
54 O -0.3829
55 H 0.1098
56 H 0.0991
57 H 0.1142
58 H 0.0733
59 F 0.0140
60 B -1.2066
61 F 0.0420
62 F 0.1875
63 F 0.1683
64 C -0.0537
65 N -0.1978
66 C -0.1110
67 C -0.0867
68 N -0.1789
69 C -0.0450
70 C -0.0395
71 Se 0.5473
72 H 0.0879
73 H 0.0562
74 H 0.0862
75 H 0.1150
76 H 0.1147
77 H 0.0885
78 H 0.0776
79 H 0.0762

---

This record from the OMol25 dataset describes a structure of composition C30H28BrF6KN5O4S2 in a non-equilibrium geometry. The level of theory is the ωB97M-V functional and the def2-TZVPD basis.

* spin multiplicity: 1
* maximum force: 0.0483 Eh/bohr
* net charge: -1
* energy above the lowest of the compared OMol25 structures with the same formula, charge and spin: 29.6 kcal/mol
* HOMO: -4.06 eV
* total energy: -171549.548 eV

XYZ file:
```
77
C30H28BrF6KN5O4S2 | the OMol25 dataset | the ωB97M-V functional and the def2-TZVPD basis
K -0.11412 0.10269 2.20954
C 4.54465 -3.04104 5.01825
C 3.37962 -3.40503 4.14150
C 2.99563 -4.73213 3.96766
C 1.87184 -5.03447 3.21864
C 1.18311 -3.96953 2.65744
Br -0.43126 -4.30786 1.73208
N 1.55055 -2.71454 2.75480
C 2.62027 -2.43801 3.49949
H 5.34556 -3.77492 4.92522
H 4.23060 -3.01675 6.06392
H 4.93704 -2.05689 4.76603
H 3.57118 -5.52481 4.43162
H 1.52605 -6.04778 3.07963
H 2.86531 -1.38494 3.59225
F 0.17111 4.66448 1.99526
C 1.00529 3.86179 2.68808
F 1.55218 2.99988 1.81802
F 1.98447 4.62239 3.18338
S -0.01364 3.10200 4.11757
O -1.99404 1.44031 2.90323
O 0.48945 3.84922 5.26953
N 0.76515 1.63948 4.00851
S 0.12403 0.64720 5.03554
O -1.10986 1.10903 5.61631
O 0.18730 -0.71541 4.57459
C 1.32138 0.58995 6.46310
F 1.04395 -0.46987 7.24252
F 2.57473 0.43484 5.99620
F 1.28505 1.67960 7.22122
C 0.22690 2.53501 -3.56584
C -0.71047 2.01019 -4.61911
C -1.11194 2.82450 -5.67229
C -1.89303 2.34835 -6.71419
C -2.28246 1.01811 -6.71958
C -1.91856 0.19258 -5.67098
C -1.15048 0.67285 -4.60827
N -0.77163 -0.20730 -3.58851
C -0.93942 -0.01622 -2.19811
N -1.82550 0.96868 -1.91318
C -2.26299 1.58480 -0.69692
C -1.83685 1.14224 0.54926
C -2.34474 1.87829 1.61568
C -3.17973 2.98046 1.48353
C -3.56486 3.37294 0.21066
C -3.12213 2.68144 -0.90361
C -3.57703 3.11276 -2.28001
N -0.27803 -0.73283 -1.37235
C 0.63279 -1.67711 -1.81958
C 1.99948 -1.44901 -1.60887
C 2.95066 -2.37539 -1.99364
C 2.55790 -3.55631 -2.61008
C 1.20805 -3.80180 -2.80403
C 0.23356 -2.88976 -2.41343
C -1.22791 -3.23104 -2.56675
H 0.82128 3.35569 -3.96743
H 0.90016 1.74631 -3.22757
H -0.30550 2.89925 -2.68539
H -0.77650 3.85552 -5.68613
H -2.17904 3.00630 -7.52486
H -2.87920 0.62542 -7.53331
H -2.22962 -0.84611 -5.65781
H -0.65688 -1.17181 -3.85156
H -2.26495 1.34807 -2.73510
H -2.49945 1.95166 3.54161
H -3.54543 3.52095 2.35493
H -4.21884 4.22921 0.08642
H -4.21033 3.99616 -2.20180
H -4.16765 2.33098 -2.77154
H -2.73851 3.36557 -2.93803
H 2.28442 -0.52133 -1.12716
H 4.00126 -2.17734 -1.81732
H 3.29505 -4.28453 -2.92545
H 0.89928 -4.74122 -3.25203
H -1.41943 -4.22263 -2.15093
H -1.53941 -3.24670 -3.61527
H -1.84482 -2.51469 -2.02514
```

Formally, the Löwdin partial charges of the atoms, in units of the elementary charge, are as follows:
1 K 0.7801
2 C -0.0474
3 C -0.2521
4 C -0.0315
5 C -0.1093
6 C -0.7573
7 Br 0.7484
8 N 0.0464
9 C -0.0872
10 H 0.0747
11 H 0.0855
12 H 0.0785
13 H 0.1145
14 H 0.0945
15 H 0.1216
16 F 0.0867
17 C -0.6978
18 F 0.0965
19 F 0.1081
20 S 0.9273
21 O -0.2019
22 O -0.4568
23 N -0.4822
24 S 0.4843
25 O -0.3042
26 O -0.3796
27 C -0.6523
28 F 0.1150
29 F 0.1048
30 F 0.1387
31 C -0.0271
32 C -0.2190
33 C -0.0569
34 C -0.1026
35 C -0.1024
36 C -0.0252
37 C -0.2211
38 N 0.1304
39 C -0.3764
40 N 0.1318
41 C -0.2329
42 C -0.0784
43 C -0.3904
44 C -0.0575
45 C -0.0832
46 C -0.2447
47 C -0.0599
48 N 0.1546
49 C -0.2571
50 C -0.0238
51 C -0.1046
52 C -0.1153
53 C -0.0677
54 C -0.2392
55 C -0.0502
56 H 0.0786
57 H 0.0841
58 H 0.0801
59 H 0.1098
60 H 0.0948
61 H 0.0966
62 H 0.1090
63 H 0.1112
64 H 0.0880
65 H 0.0780
66 H 0.1025
67 H 0.0968
68 H 0.0700
69 H 0.0821
70 H 0.0628
71 H 0.1091
72 H 0.0945
73 H 0.0897
74 H 0.1065
75 H 0.0771
76 H 0.0735
77 H 0.0776